No. 1
DFT (ωB97M-V/def2-TZVPD) results for a 10-piece molecular cluster, C47H50N10 overall at a distorted geometry.

CARTESIAN COORDINATES (ANGSTROEM)
N1 -1.847 6.054 6.345
C1 -1.672 4.946 5.569
C2 -0.519 4.348 5.983
C3 0.062 5.126 6.942
C4 -0.774 6.173 7.170
H1 -2.556 6.770 6.281
H2 -2.522 4.571 5.018
H3 -0.255 3.399 5.542
H4 0.964 4.968 7.514
H5 -0.804 6.990 7.876
N2 4.481 -7.134 -4.242
C5 3.518 -7.630 -3.425
C6 3.219 -8.905 -3.790
C7 3.860 -9.209 -5.047
C8 4.737 -8.090 -5.303
H6 5.020 -6.280 -4.273
H7 3.221 -7.073 -2.549
H8 2.531 -9.610 -3.347
H9 3.745 -10.059 -5.703
H10 5.284 -7.658 -6.127
N3 0.366 0.023 0.597
C9 -0.284 -1.153 0.995
C10 0.640 -2.048 1.381
C11 1.875 -1.460 1.165
C12 1.669 -0.208 0.607
H11 -0.032 0.912 0.329
H12 -1.353 -1.263 0.890
H13 0.448 -3.060 1.707
H14 2.801 -1.914 1.487
H15 2.306 0.589 0.253
N4 2.662 -7.946 8.006
C13 2.193 -8.867 8.879
C14 0.896 -9.295 9.002
C15 -0.006 -8.749 8.102
C16 0.441 -7.829 7.165
C17 1.761 -7.466 7.125
H16 2.863 -9.330 9.589
H17 0.591 -10.035 9.727
H18 -1.026 -9.104 8.109
H19 -0.316 -7.347 6.565
H20 1.996 -6.741 6.360
N5 6.558 9.245 -5.933
C18 5.241 8.957 -5.695
C19 4.839 7.773 -5.108
C20 5.695 6.704 -4.931
C21 7.012 6.925 -5.341
C22 7.464 8.245 -5.691
H21 4.637 9.796 -6.007
H22 3.798 7.673 -4.837
H23 5.360 5.789 -4.467
H24 7.774 6.183 -5.157
H25 8.472 8.404 -6.047
N6 -1.241 -0.384 -6.455
C23 -1.544 -1.240 -5.440
C24 -2.785 -1.282 -4.848
C25 -3.808 -0.519 -5.319
C26 -3.598 0.243 -6.453
C27 -2.310 0.373 -6.983
H26 -0.762 -1.928 -5.158
H27 -2.887 -1.984 -4.034
H28 -4.768 -0.642 -4.840
H29 -4.358 0.817 -6.962
H30 -2.152 1.019 -7.834
N7 8.604 0.472 3.555
C28 7.869 1.685 3.487
C29 8.506 2.869 3.179
C30 9.801 2.915 2.668
C31 10.574 1.734 2.763
C32 9.934 0.556 3.225
H31 6.866 1.746 3.884
H32 7.877 3.746 3.210
H33 10.288 3.848 2.428
H34 11.612 1.915 2.523
H35 10.502 -0.326 3.480
N8 -2.444 6.166 -1.398
C33 -2.618 7.461 -0.870
C34 -3.044 8.595 -1.505
C35 -3.252 8.472 -2.890
C36 -2.958 7.237 -3.478
C37 -2.548 6.136 -2.711
H36 -2.357 7.732 0.142
H37 -3.180 9.504 -0.938
H38 -3.538 9.252 -3.580
H39 -3.023 7.063 -4.541
H40 -2.259 5.162 -3.079
N9 -9.658 3.408 2.013
C38 -8.429 3.515 1.456
C39 -7.730 2.437 1.008
C40 -8.369 1.187 0.922
C41 -9.709 1.087 1.326
C42 -10.209 2.221 1.872
H41 -7.938 4.439 1.190
H42 -6.737 2.568 0.605
H43 -7.759 0.504 0.348
H44 -10.380 0.252 1.184
H45 -11.187 2.150 2.325
N10 -6.628 -7.049 -2.817
C43 -6.846 -6.481 -1.581
C44 -5.824 -6.368 -0.666
C45 -4.540 -6.944 -0.940
C46 -4.433 -7.710 -2.052
C47 -5.448 -7.682 -2.968
H46 -7.824 -6.049 -1.425
H47 -5.984 -5.841 0.263
H48 -3.655 -6.881 -0.324
H49 -3.552 -8.303 -2.249
H50 -5.194 -7.968 -3.978

Results
Net charge ... 0
Spin multiplicity ... 1
SMILES string ... c1cc[nH]c1.c1cc[nH]c1.c1cc[nH]c1.c1ccncc1.c1ccncc1.c1ccncc1.c1ccncc1.c1ccncc1.c1ccncc1.c1ccncc1


No. 2
DFT (ωB97M-V/def2-TZVPD) results for C47H51BI2NO as an isolated structure at a distorted geometry.

CARTESIAN COORDINATES (ANGSTROEM)
C1 3.802 -0.496 2.167
C2 3.885 0.106 0.718
B1 3.105 1.456 0.577
O1 3.795 2.615 0.219
C3 1.520 1.592 0.770
C4 0.738 0.575 0.262
C5 -0.639 0.592 0.324
C6 -1.402 -0.522 -0.282
I1 -0.476 -1.460 -1.962
C7 -2.599 -0.961 0.150
C8 -3.316 -0.309 1.325
I2 -3.596 -2.579 -0.765
N1 -1.195 1.649 0.908
C9 -0.493 2.658 1.441
C10 0.857 2.672 1.399
C11 1.591 3.850 1.991
H1 4.797 -0.764 2.512
H2 3.355 0.267 2.814
H3 3.132 -1.355 2.131
H4 4.922 0.261 0.416
H5 3.480 -0.590 -0.035
H6 4.058 3.109 1.004
H7 1.265 -0.251 -0.194
H8 -2.706 -0.255 2.229
H9 -3.687 0.676 1.013
H10 -4.219 -0.887 1.523
H11 -2.203 1.730 0.957
H12 -1.019 3.492 1.892
H13 2.601 3.627 2.325
H14 1.004 4.274 2.810
H15 1.665 4.612 1.206
C12 0.229 7.408 3.257
C13 0.642 8.672 3.655
C14 0.064 9.272 4.765
C15 -0.920 8.604 5.482
C16 -1.330 7.339 5.086
C17 -0.758 6.743 3.971
H16 0.678 6.941 2.388
H17 1.414 9.189 3.099
H18 0.381 10.260 5.072
H19 -1.367 9.071 6.350
H20 -2.097 6.819 5.647
H21 -1.084 5.756 3.660
C18 -8.086 -4.351 -0.376
C19 -7.259 -3.856 -1.375
C20 -7.599 -4.029 -2.710
C21 -8.772 -4.690 -3.046
C22 -9.601 -5.182 -2.047
C23 -9.256 -5.016 -0.712
H22 -7.818 -4.219 0.665
H23 -6.346 -3.335 -1.112
H24 -6.950 -3.648 -3.489
H25 -9.041 -4.821 -4.086
H26 -10.517 -5.696 -2.309
H27 -9.901 -5.405 0.066
C24 -2.368 3.891 -5.044
C25 -2.067 3.895 -3.689
C26 -1.649 2.725 -3.069
C27 -1.523 1.554 -3.804
C28 -1.821 1.551 -5.160
C29 -2.247 2.718 -5.779
H28 -2.696 4.801 -5.528
H29 -2.158 4.810 -3.118
H30 -1.418 2.728 -2.008
H31 -1.192 0.643 -3.317
H32 -1.722 0.639 -5.734
H33 -2.485 2.715 -6.835
C30 5.410 1.804 -3.828
C31 5.207 1.957 -2.463
C32 6.280 1.861 -1.586
C33 7.556 1.622 -2.077
C34 7.759 1.472 -3.442
C35 6.686 1.559 -4.317
H34 4.574 1.876 -4.512
H35 4.213 2.151 -2.084
H36 6.121 1.974 -0.522
H37 8.394 1.551 -1.394
H38 8.755 1.287 -3.823
H39 6.844 1.438 -5.381
C36 1.431 -4.753 5.751
C37 1.324 -3.407 5.430
C38 0.992 -3.028 4.137
C39 0.758 -3.994 3.167
C40 0.862 -5.340 3.489
C41 1.202 -5.719 4.780
H40 1.692 -5.050 6.758
H41 1.500 -2.654 6.188
H42 0.914 -1.977 3.883
H43 0.495 -3.697 2.158
H44 0.679 -6.093 2.733
H45 1.289 -6.769 5.030
C42 1.238 -5.134 -3.482
C43 1.902 -6.347 -3.600
C44 1.975 -7.207 -2.513
C45 1.376 -6.859 -1.309
C46 0.710 -5.647 -1.192
C47 0.644 -4.783 -2.276
H46 1.184 -4.462 -4.330
H47 2.363 -6.622 -4.540
H48 2.497 -8.150 -2.603
H49 1.430 -7.532 -0.463
H50 0.241 -5.375 -0.253
H51 0.126 -3.833 -2.178

Results
Net charge ... +1
Spin multiplicity ... 1


Sequential LUMO output: 0.006, -0.163 Ha
Sequential relative energy (zero: lowest compared OMol25 entry of this formula, charge and spin) output: 487.5, 51.3 kJ/mol